Entry 1:
The following is a DFT calculation (wB97M-V/def2-TZVPD) of a molecular structure, C27H35BiN6O3S.

Positions of all 73 atoms, in Å:
Bi -1.09830 -0.62489 -0.18210
C -0.65791 -2.23521 4.69746
N 0.57920 -1.91531 3.99685
C 1.82284 -2.32593 4.62723
C 0.52319 -1.43481 2.74608
N -0.56253 -1.30538 2.05151
N 1.72832 -1.02540 2.18143
C 1.96450 -0.43139 0.97674
N 3.22164 -0.02318 0.76720
N 1.04974 -0.27383 0.06541
H -0.44912 -2.31520 5.76117
H -1.08557 -3.18591 4.36769
H -1.38790 -1.43509 4.56547
H 1.61538 -2.59414 5.65938
H 2.56272 -1.52184 4.65227
H 2.24593 -3.20609 4.13482
H -1.39107 -1.65303 2.50923
H 2.51622 -1.06106 2.81616
H 3.96552 -0.14169 1.43394
H 3.46151 0.40117 -0.11339
H 1.34413 0.12612 -0.82008
C -0.77110 4.77476 3.08652
C -1.72003 4.34178 2.00868
C -2.85688 5.09997 1.76705
C -3.71651 4.78232 0.73455
C -3.45735 3.68864 -0.06982
C -2.33688 2.90233 0.16628
N -2.00072 1.79614 -0.69024
C -2.98309 1.08095 -1.43033
C -4.27817 0.90740 -0.95162
C -5.18492 0.13355 -1.65817
C -4.82000 -0.49344 -2.83881
C -3.52179 -0.37279 -3.29789
C -2.59110 0.38363 -2.58982
C -1.16121 0.33339 -3.04154
O -0.80548 0.36146 -4.18577
O -0.28567 0.18857 -2.03845
C -1.45543 3.22575 1.20585
C -0.20438 2.41776 1.40443
H -1.09531 5.72392 3.50398
H 0.23001 4.90797 2.67869
H -0.72247 4.04786 3.89783
H -3.05632 5.96582 2.37867
H -4.57266 5.40376 0.53456
H -4.10604 3.48133 -0.90440
H -1.19949 2.03033 -1.27485
H -4.57157 1.39015 -0.03223
H -6.18781 0.01978 -1.28381
H -5.53681 -1.06856 -3.40295
H -3.20734 -0.87094 -4.20157
H -0.42655 1.34715 1.45701
H 0.29789 2.70998 2.32134
H 0.47851 2.57531 0.56844
C 5.31134 -0.37469 -3.60313
C 4.21240 -1.14091 -2.95050
C 4.42446 -1.86898 -1.78086
C 3.39231 -2.57963 -1.18944
C 2.13345 -2.56656 -1.77447
C 1.90624 -1.86235 -2.94759
C 2.94159 -1.15691 -3.52674
S 0.81477 -3.49480 -0.97728
C 0.47778 -4.66095 -2.32132
O -0.42995 -2.58896 -1.07565
H 6.18779 -0.30619 -2.96645
H 4.97962 0.62734 -3.86616
H 5.60051 -0.86808 -4.53012
H 5.41173 -1.89732 -1.34387
H 3.56258 -3.16077 -0.29478
H 0.92738 -1.84457 -3.40082
H 2.76694 -0.62562 -4.44963
H 0.39406 -4.11429 -3.25583
H -0.44920 -5.17367 -2.08432
H 1.29243 -5.37603 -2.37715

Forces on the atoms, in the same order (eV/Å):
Bi -0.32 -0.31 -0.46
C -0.29 -0.06 0.01
N 0.10 0.18 -0.10
C 0.37 -0.18 0.02
C -0.23 -0.04 0.06
N -0.09 0.04 -0.04
N 0.35 -0.25 0.84
C -0.01 0.26 -0.50
N 0.02 0.09 0.16
N 0.22 0.02 0.24
H 0.02 0.05 -0.07
H 0.01 0.04 -0.05
H 0.03 -0.04 0.02
H 0.04 0.06 -0.05
H -0.03 -0.01 0.09
H 0.04 0.07 0.02
H 0.00 -0.13 0.27
H -0.12 0.04 -0.23
H -0.05 -0.03 0.03
H 0.03 -0.06 -0.03
H 0.30 0.02 0.02
C -0.01 0.00 0.00
C -0.04 0.00 -0.15
C 0.01 -0.07 -0.03
C 0.05 -0.09 -0.04
C 0.08 0.01 -0.12
C -0.22 0.45 0.44
N 0.30 -0.02 -0.08
C -0.10 -0.07 -0.31
C 0.00 0.00 0.07
C 0.09 0.01 0.03
C 0.09 0.05 -0.16
C -0.14 0.08 0.14
C -0.02 0.02 0.00
C 0.44 -0.01 -0.05
O -0.18 -0.03 -0.18
O -0.13 0.06 0.08
C -0.13 -0.11 -0.11
C -0.23 0.12 -0.04
H 0.05 0.01 0.07
H 0.10 0.06 0.10
H 0.06 -0.01 0.06
H -0.01 0.10 0.09
H -0.16 0.07 -0.03
H -0.08 -0.06 -0.11
H -0.14 -0.02 0.07
H -0.10 0.03 0.03
H -0.17 0.02 0.10
H -0.08 -0.07 0.01
H 0.09 -0.01 -0.10
H 0.04 0.16 0.20
H 0.09 -0.11 0.01
H 0.19 -0.08 -0.03
C 0.12 0.02 -0.11
C -0.08 -0.13 0.20
C -0.01 0.02 -0.15
C -0.22 -0.15 -0.02
C 0.03 -0.32 0.36
C -0.19 0.00 -0.11
C -0.09 -0.10 0.11
S 0.37 0.17 -1.19
C -0.01 0.06 0.37
O -0.26 -0.12 0.19
H 0.10 0.03 0.02
H 0.02 0.09 -0.02
H 0.08 -0.01 -0.07
H 0.11 0.01 0.06
H 0.08 -0.04 0.15
H -0.12 0.05 -0.07
H -0.07 0.12 -0.08
H -0.04 0.12 0.03
H -0.08 -0.02 0.07
H 0.16 -0.04 0.08

The LUMO energy is -5.5 eV. The total charge is +2. The HOMO energy comes out at -13.279 eV. For the total energy, the calculation gives -2216.47793 Eh.

Mulliken population analysis, charges in e, atoms 1 to 8:
1. Bi 1.529
2. C -1.093
3. N 0.112
4. C -0.955
5. C 0.304
6. N -0.496
7. N 0.225
8. C 0.192

Entry 2:
The following is a DFT calculation (wB97M-V/def2-TZVPD) of a molecular structure, C27H35FN7O4PtS2.

Positions of all 77 atoms, in Å:
Pt 0.04289 -0.00863 0.01907
N 1.61685 4.17272 -0.12103
C 1.40431 2.87002 -0.00236
S -0.22225 2.36486 0.41936
N 2.37750 2.03563 -0.14657
N 2.10930 0.74551 -0.14276
C 3.02969 -0.13886 -0.22119
C 2.64394 -1.52335 -0.35953
C 3.54637 -2.56606 -0.45074
C 3.06278 -3.85839 -0.60587
C 1.69512 -4.06612 -0.68788
C 0.85194 -2.96915 -0.60183
N 1.32697 -1.73559 -0.42711
H 0.85897 4.83054 -0.05137
H 2.53849 4.52482 -0.33135
H 4.07270 0.15562 -0.22273
H 4.60896 -2.36978 -0.40687
H 3.74620 -4.69351 -0.67898
H 1.28385 -5.05513 -0.82951
H -0.22022 -3.07548 -0.69067
C -6.49820 3.89793 -1.84780
C -6.21434 2.49108 -2.35849
N -5.15372 1.82245 -1.57961
C -3.92094 1.77897 -2.08201
C -2.84893 1.19520 -1.45521
C -1.53121 1.21285 -2.17841
O -1.36515 2.04190 -3.02881
O -0.69822 0.25227 -1.83687
C -2.99116 0.63552 -0.18404
O -2.06294 0.06625 0.50123
C -4.31556 0.73873 0.39220
C -4.56548 0.26541 1.68942
C -5.81385 0.29975 2.22491
F -5.94619 -0.16902 3.48179
C -6.94312 0.77308 1.50781
C -6.66847 1.29993 0.25154
C -5.39024 1.29343 -0.32062
N -8.23448 0.74536 2.01770
C -9.41090 0.69804 1.16500
C -10.45836 1.70066 1.63973
N -10.65222 1.60638 3.13916
C -10.00280 0.38352 3.71056
C -8.50833 0.39510 3.42037
H -7.32850 4.32775 -2.40601
H -5.62458 4.53337 -1.98885
H -6.75500 3.90241 -0.78841
H -5.87859 2.54082 -3.39131
H -7.10564 1.86557 -2.34410
H -3.76967 2.23375 -3.05292
H -3.74660 -0.12450 2.27630
H -7.47330 1.74095 -0.31234
H -9.82561 -0.31480 1.14986
H -9.16759 0.94322 0.13784
H -11.40367 1.50004 1.13919
H -10.15057 2.71529 1.39864
H -11.64804 1.60900 3.36841
H -10.24664 2.42732 3.59232
H -10.49610 -0.48887 3.28896
H -10.15358 0.36463 4.78796
H -8.13066 -0.59193 3.68821
H -8.00953 1.12398 4.06277
C -0.47596 0.08144 5.51885
C -0.16435 -1.07038 4.57279
S -0.96885 -0.76225 2.96573
O 0.25153 -0.73762 2.00456
C -1.75158 -2.36759 2.64120
C -0.75344 -3.51186 2.55623
H 0.03711 -0.07635 6.46617
H -1.54502 0.14827 5.71979
H -0.14233 1.03381 5.10730
H -0.52641 -2.02233 4.95682
H 0.89980 -1.14044 4.35072
H -2.26282 -2.20439 1.69065
H -2.49797 -2.51172 3.42498
H 0.12090 -3.21078 1.98118
H -1.21221 -4.36803 2.06358
H -0.41695 -3.83481 3.53978

Forces on the atoms, in the same order (eV/Å):
Pt 0.20 3.50 0.43
N -0.18 0.16 0.11
C -0.18 -0.40 -0.05
S -0.84 -1.15 0.21
N 1.13 0.46 -0.24
N -2.05 -1.30 0.15
C 0.30 0.14 -0.01
C 0.08 -0.09 0.11
C 0.10 -0.05 -0.01
C -0.05 -0.03 -0.04
C 0.04 0.08 -0.04
C 0.23 -0.14 -0.08
N -1.88 -0.68 -0.13
H 0.03 0.01 0.00
H 0.03 -0.09 0.02
H -0.05 0.16 -0.08
H -0.01 0.02 0.01
H 0.03 0.02 0.01
H -0.01 0.00 -0.01
H -0.01 0.03 0.03
C 0.06 -0.10 0.03
C -0.21 0.27 0.03
N 0.09 -0.04 -0.08
C -0.19 0.10 -0.03
C 0.62 -0.23 0.08
C -1.01 0.94 0.45
O 0.53 -0.33 -0.33
O 2.00 -0.67 -0.02
C -0.55 0.09 -0.27
O 0.69 -0.86 0.11
C 0.22 -0.20 0.21
C -0.04 0.11 -0.08
C 0.21 -0.11 0.05
F -0.08 0.00 -0.02
C 0.01 0.07 -0.07
C -0.19 0.03 -0.15
C 0.13 -0.10 0.13
N -0.07 0.04 0.17
C 0.06 -0.07 0.18
C 0.11 -0.07 -0.53
N 0.02 -0.03 0.05
C 0.27 -0.21 0.07
C 0.11 0.07 -0.08
H 0.02 0.02 -0.02
H -0.02 0.04 0.01
H -0.01 0.02 0.00
H 0.05 -0.13 0.01
H 0.05 -0.07 -0.01
H 0.00 -0.01 -0.01
H -0.05 -0.02 0.04
H 0.00 0.02 0.00
H -0.02 0.01 -0.07
H -0.02 -0.01 -0.02
H -0.10 0.03 0.17
H -0.03 0.05 0.15
H 0.01 0.05 0.00
H -0.06 0.03 -0.03
H -0.09 0.08 -0.06
H -0.10 0.09 -0.01
H -0.06 0.00 0.01
H -0.04 -0.06 0.09
C -0.01 0.01 -0.02
C -0.08 0.30 -0.05
S -0.17 -0.20 0.41
O 0.80 0.44 -0.82
C 0.27 0.07 -0.18
C 0.04 0.02 0.09
H 0.00 -0.02 0.00
H 0.01 0.01 0.03
H 0.02 0.00 0.01
H 0.03 -0.03 -0.06
H -0.01 -0.11 -0.06
H -0.08 -0.01 0.04
H -0.03 0.09 0.00
H 0.00 -0.05 -0.01
H -0.03 0.00 0.03
H -0.01 -0.01 0.00

The LUMO energy is -9.0 eV. The total charge is +3. The HOMO energy comes out at -15.572 eV. As for the energy relative to the best compared isomer or geometry (same formula, charge and spin): 222.90 kJ/mol. For the total energy, the calculation gives -2748.75654 Eh.

Mulliken population analysis, charges in e, atoms 1 to 8:
1. Pt 1.823
2. N -0.346
3. C 0.810
4. S -0.382
5. N -1.406
6. N 0.882
7. C -0.326
8. C 0.867

| no. | frontier orbital gap (eV) |
| --- | --- |
| 1 | 7.8239 |
| 2 | 6.5594 |